Formula: C63H39Cl4N5S4Y
Source: the Open Molecules 2025 dataset
Level of theory: ωB97M-V with the def2-TZVPD basis set

Total charge = -1
Multiplicity = 1
Highest occupied orbital energy = -4.01 eV

Geometry (Å):
Y: 0.4217 -0.0466 -0.2682
S: 2.5074 4.2873 -0.7850
C: 3.4982 3.8119 0.5385
C: 4.8707 4.0504 0.7237
C: 5.5340 3.4948 1.8049
C: 4.8725 2.6959 2.7395
C: 3.5200 2.4531 2.5999
C: 2.8609 3.0342 1.5205
S: 1.2115 2.6153 0.9982
C: -0.0734 3.9512 0.9523
C: -1.0382 3.6415 -0.1883
C: -2.3102 4.1744 -0.2661
C: -3.0722 3.8661 -1.3911
C: -2.5478 3.0807 -2.4077
C: -1.2560 2.5915 -2.2499
C: -0.4788 1.8125 -3.3172
S: 1.1679 1.5828 -2.5551
C: 2.0820 0.3371 -3.4010
C: 2.0618 0.1166 -4.7744
C: 2.9442 -0.7865 -5.3433
C: 3.8462 -1.4569 -4.5246
C: 3.8767 -1.2212 -3.1533
C: 3.0106 -0.3033 -2.5457
S: 3.1250 0.0731 -0.8125
N: -0.5742 2.8507 -1.1458
H: 5.4024 4.6443 -0.0090
H: 6.5985 3.6706 1.9215
H: 5.4175 2.2463 3.5617
H: 3.0028 1.8193 3.3067
H: 0.4801 4.8585 0.7312
H: -0.5831 4.0194 1.9031
H: -2.7022 4.8044 0.5237
H: -4.0856 4.2466 -1.4704
H: -3.1234 2.8503 -3.2989
H: -0.3943 2.4347 -4.2095
H: -0.9454 0.8641 -3.5808
H: 1.3492 0.6477 -5.4006
H: 2.9192 -0.9708 -6.4127
H: 4.5387 -2.1703 -4.9592
H: 4.5919 -1.7338 -2.5182
Cl: 2.1736 -7.9854 4.9014
C: 1.9408 -6.5135 3.9896
C: 3.0211 -5.6848 3.7485
C: 2.8343 -4.5247 3.0057
C: 1.5846 -4.1917 2.4979
C: 0.5078 -5.0359 2.7700
C: 0.6772 -6.1964 3.5144
C: 1.3643 -2.9663 1.6630
C: 1.1363 -3.1635 0.3276
C: 1.3379 -4.4100 -0.3704
C: 1.0488 -4.1942 -1.6716
C: 0.5924 -2.8084 -1.8009
C: -0.1664 -2.2421 -2.8823
C: 0.0339 -2.6044 -4.3035
C: 1.0043 -3.5169 -4.7532
C: 1.1868 -3.8117 -6.0952
C: 0.4179 -3.1789 -7.0518
Cl: 0.6530 -3.5394 -8.7453
C: -0.5032 -2.2237 -6.6675
C: -0.6722 -1.9358 -5.3204
C: -1.3195 -1.4891 -2.5077
N: -1.4230 -0.6925 -1.4204
C: -2.7893 -0.4311 -1.2132
C: -3.3252 0.2575 -0.1644
C: -4.8184 0.3717 -0.0940
C: -5.5408 1.1190 -1.0203
C: -6.9291 1.1984 -0.9601
C: -7.5992 0.5232 0.0441
Cl: -9.3419 0.6171 0.1315
C: -6.9070 -0.2248 0.9826
C: -5.5212 -0.2915 0.9100
C: -2.6157 0.8740 0.9255
C: -3.1973 1.5818 1.9855
C: -2.1524 2.0365 2.7925
C: -0.9743 1.5845 2.1898
N: -1.2468 0.8962 1.0614
C: 0.4715 1.7891 2.6117
C: 1.0860 0.4108 2.8196
C: 1.5752 -0.1737 3.9959
C: 1.7450 -1.5302 3.7181
C: 1.3754 -1.7222 2.3801
N: 1.0026 -0.5170 1.8437
C: 0.5279 2.6551 3.8820
C: -0.0881 2.1450 5.0305
C: -0.1256 2.8535 6.2190
C: 0.4556 4.1077 6.2770
Cl: 0.4134 5.0099 7.7680
C: 1.0627 4.6506 5.1633
C: 1.0939 3.9241 3.9766
C: -3.5399 -1.0955 -2.2641
C: -2.6520 -1.7133 -3.0678
N: 0.6961 -2.2148 -0.5991
H: 3.9992 -5.9485 4.1337
H: 3.6795 -3.8724 2.8062
H: -0.4729 -4.7737 2.3882
H: -0.1605 -6.8511 3.7216
H: 1.6630 -5.3375 0.0795
H: 1.0580 -4.9444 -2.4422
H: 1.6839 -3.9687 -4.0524
H: 1.9515 -4.5177 -6.3994
H: -1.0714 -1.6860 -7.4176
H: -1.3573 -1.1394 -5.0598
H: -5.0024 1.6403 -1.8039
H: -7.4861 1.7805 -1.6850
H: -7.4485 -0.7527 1.7581
H: -4.9693 -0.8739 1.6398
H: -4.2535 1.7505 2.1394
H: -2.2403 2.6120 3.7040
H: 1.7724 0.3218 4.9360
H: 2.1062 -2.2953 4.3937
H: -0.5563 1.1713 4.9859
H: -0.6071 2.4366 7.0949
H: 1.5125 5.6350 5.2136
H: 1.5886 4.3770 3.1293
H: -4.6171 -1.1293 -2.3443
H: -2.8706 -2.3541 -3.9097

Formula: C7H13F7N3O4PS
Source: the Open Molecules 2025 dataset
Level of theory: ωB97M-V with the def2-TZVPD basis set

Total charge = 0
Multiplicity = 1
SMILES = NCCP(CN)S(=O)(=O)C(F)(F)C(F)(F)C(F)(F)F.C[N+](=O)[O-]
Highest occupied orbital energy = -9.63 eV

Geometry (Å):
N: 0.5474 -4.1657 3.3091
C: -0.3067 -3.8167 2.1782
C: -0.9503 -2.4315 2.3284
P: -1.3020 -1.7094 0.6857
C: 0.3747 -1.4140 -0.0317
N: 1.4466 -1.3790 0.9858
S: -2.1215 0.1918 1.3250
O: -1.5881 0.6347 2.5909
O: -3.5461 0.0194 1.2894
C: -1.7930 1.5172 0.0460
F: -2.1433 1.0371 -1.1617
F: -2.6280 2.5213 0.3599
C: -0.3154 2.0334 -0.0168
F: 0.1841 1.7653 -1.2417
F: 0.4495 1.4153 0.8999
C: -0.1675 3.5584 0.2049
F: 1.1275 3.8641 -0.0189
F: -0.9185 4.2477 -0.6531
F: -0.4739 3.8751 1.4692
H: 0.2545 -3.6914 4.1496
H: 1.4860 -3.8543 3.1147
H: -1.0840 -4.5619 2.0905
H: 0.3128 -3.8615 1.2949
H: -1.8847 -2.5084 2.8678
H: -0.2948 -1.7780 2.8901
H: 0.5687 -2.2647 -0.6687
H: 0.3910 -0.5142 -0.6364
H: 1.1934 -0.7512 1.7336
H: 2.2860 -1.0081 0.5664
C: 1.2036 2.2370 -4.1605
N: 2.0091 1.3791 -5.0715
O: 2.7383 0.5541 -4.5677
O: 1.8767 1.5656 -6.2579
H: 1.4308 1.9570 -3.1442
H: 1.4799 3.2685 -4.3550
H: 0.1572 2.0679 -4.3944

Formula: C5H10Cl10
Source: the Open Molecules 2025 dataset
Level of theory: ωB97M-V with the def2-TZVPD basis set

Total charge = 0
Multiplicity = 1
SMILES = ClCCl.ClCCl.ClCCl.ClCCl.ClCCl
Highest occupied orbital energy = -10.77 eV
Energy above the lowest of the compared OMol25 structures with the same formula, charge and spin = 67.8 kJ/mol

Geometry (Å):
C: -0.6434 -1.3310 -0.8532
Cl: -1.4075 -1.6293 -2.4457
Cl: -1.5773 -1.7905 0.5677
H: 0.2918 -1.8880 -0.9087
H: -0.3172 -0.2946 -0.7659
C: -3.6303 -3.6101 2.7181
Cl: -3.1930 -4.9272 1.6764
Cl: -3.5748 -4.1867 4.4054
H: -2.9804 -2.7476 2.5704
H: -4.6717 -3.3558 2.5211
C: 4.6093 -1.2357 -0.5665
Cl: 2.9359 -1.2696 -0.0190
Cl: 5.6010 -0.5122 0.7584
H: 4.9407 -2.2404 -0.8290
H: 4.6078 -0.7012 -1.5164
C: 1.7605 3.1165 -2.1073
Cl: 1.0646 4.7172 -1.5242
Cl: 0.5729 1.8600 -1.7296
H: 1.8795 3.1221 -3.1908
H: 2.7387 2.9206 -1.6683
C: -1.7495 3.1568 0.4028
Cl: -0.9896 4.3895 1.3975
Cl: -3.1930 2.5304 1.2918
H: -2.0056 3.6012 -0.5590
H: -1.0692 2.3056 0.3739

Formula: C4H9NO3
Source: the Open Molecules 2025 dataset
Level of theory: ωB97M-V with the def2-TZVPD basis set

Total charge = 0
Multiplicity = 1
SMILES = NC(=O)CCC=O.O
Highest occupied orbital energy = -9.59 eV
Energy above the lowest of the compared OMol25 structures with the same formula, charge and spin = 78.5 kJ/mol

Geometry (Å):
O: 0.9303 1.0735 -1.4373
C: 1.0568 1.7327 -0.4407
C: 0.2220 1.6083 0.7996
C: -0.6553 0.3553 0.8445
C: 0.1328 -0.9444 0.9638
N: 0.3234 -1.6605 -0.1710
O: 0.4950 -1.3390 2.0532
H: 1.7413 2.5971 -0.4742
H: 0.8808 1.5984 1.6743
H: -0.3505 2.5394 0.8402
H: -1.2465 0.3662 1.7525
H: -1.3683 0.3462 0.0284
H: -0.3066 -1.4798 -0.9394
H: 0.7470 -2.5674 -0.0581
H: -2.3455 -0.3643 -2.7816
H: -1.5466 0.3523 -1.7186
O: -1.8033 -0.5424 -1.9923

Number 1: molecular weight 1225.03 u, gap between HOMO and LUMO 5.5 eV. Number 2: molecular weight 399.22 u, gap between HOMO and LUMO 9.8 eV. Number 3: molecular weight 424.67 u, gap between HOMO and LUMO 10.9 eV. Number 4: molecular weight 119.12 u, gap between HOMO and LUMO 10.1 eV.